1.
{"formula": "C2HF3I2", "method": "ωB97M-V/def2-TZVPD", "relative_energy_kcal_mol": 3.6, "multiplicity": 1, "gap_ev": 9.6869, "total_charge": 0, "lumo_ev": -0.3, "symbols": ["C", "C", "F", "F", "F", "I", "I", "H"], "positions_angstrom": [[-0.404, -0.633, 0.680], [-0.069, 0.083, 1.930], [-0.276, -1.970, 0.765], [-0.779, -0.284, 2.907], [-0.457, 1.403, 1.606], [-2.452, -0.388, 0.169], [2.035, -0.010, 2.100], [0.254, -0.178, -0.143]], "forces_ev_per_angstrom": [[0.1, 0.2, -2.7], [0.3, 2.5, -2.8], [0.9, -0.5, 0.3], [-1.1, -1.0, 3.0], [0.9, -0.6, 0.8], [-0.5, 0.3, -0.3], [0.4, 0.1, 0.7], [-1.1, -0.9, 1.0]], "lowdin_charge": [-0.87, -1.11, -0.09, 0.10, -0.08, 0.93, 1.00, 0.10]}

---

2.
{"formula": "C2HF3NP", "method": "ωB97M-V/def2-TZVPD", "relative_energy_kcal_mol": 22.4, "multiplicity": 1, "gap_ev": 9.9246, "total_charge": 0, "lumo_ev": -0.5, "symbols": ["C", "C", "N", "F", "F", "F", "P", "H"], "positions_angstrom": [[2.096, 0.694, -0.033], [1.892, -0.725, 0.289], [2.313, 1.701, -0.480], [2.598, -1.531, -0.564], [2.070, -1.061, 1.574], [-0.376, -0.303, -1.707], [-0.251, -1.273, -0.378], [0.550, -2.367, -1.056]], "forces_ev_per_angstrom": [[0.1, -3.9, 1.3], [-3.3, -0.6, -1.6], [0.4, 3.3, -1.2], [0.4, 0.7, 1.1], [0.3, 0.1, -0.6], [0.2, -0.8, 1.3], [3.1, 0.2, -1.1], [-1.2, 1.0, 0.7]], "lowdin_charge": [-0.17, -0.57, 0.19, 0.00, 0.07, -0.43, 0.96, -0.05]}

---

3.
{"formula": "C2HF3S", "method": "ωB97M-V/def2-TZVPD", "relative_energy_kcal_mol": 0.0, "multiplicity": 1, "gap_ev": 8.5691, "total_charge": 0, "lumo_ev": -1.2, "smiles": "FC(F)(F)C=S", "symbols": ["F", "C", "F", "F", "C", "S", "H"], "positions_angstrom": [[-1.263, -0.146, -1.076], [-0.578, 0.266, -0.013], [-0.501, 1.595, -0.038], [-1.274, -0.085, 1.088], [0.767, -0.421, 0.010], [2.188, 0.312, -0.002], [0.660, -1.522, 0.032]], "forces_ev_per_angstrom": [[-0.3, -0.1, -0.4], [0.3, 0.3, 0.5], [-0.1, -0.1, -0.1], [0.0, 0.0, -0.1], [0.4, -0.5, 0.0], [-0.4, -0.2, 0.0], [0.1, 0.6, 0.0]], "lowdin_charge": [0.15, -0.73, 0.12, 0.13, -0.55, 0.80, 0.08]}

---

4.
{"formula": "C2HF4NO", "method": "ωB97M-V/def2-TZVPD", "relative_energy_kcal_mol": 54.0, "multiplicity": 1, "gap_ev": 11.0858, "total_charge": 0, "lumo_ev": 0.9, "smiles": "FC1(F)NOC1(F)F", "symbols": ["F", "C", "F", "N", "O", "C", "F", "F", "H"], "positions_angstrom": [[1.393, -1.917, 0.788], [1.026, -0.930, -0.026], [0.872, -1.479, -1.267], [0.103, 0.038, 0.478], [0.976, 1.137, 0.424], [2.071, 0.367, -0.001], [3.055, 0.427, 0.890], [2.592, 0.609, -1.186], [-0.883, 0.084, 0.315]], "forces_ev_per_angstrom": [[-0.5, -0.3, 0.2], [2.1, 2.2, -0.2], [-0.4, 0.5, 0.9], [0.4, -3.0, 0.6], [0.4, 1.6, -0.8], [-1.6, -2.3, 0.4], [-0.2, -0.2, 0.0], [-0.1, 0.7, -0.4], [-0.1, 0.8, -0.6]], "lowdin_charge": [0.14, -0.43, 0.12, 0.10, 0.06, -0.49, 0.17, 0.18, 0.15]}

---

5.
{"formula": "C2HF4NO2", "method": "ωB97M-V/def2-TZVPD", "relative_energy_kcal_mol": 92.1, "multiplicity": 1, "gap_ev": [9.5114, 9.3535], "total_charge": 0, "lumo_ev": [-1.9, -2.4], "symbols": ["C", "C", "N", "O", "O", "F", "F", "F", "F", "H"], "positions_angstrom": [[-0.300, 0.495, 0.151], [0.655, 0.037, -0.986], [-1.082, -0.554, 0.914], [-0.691, -1.692, 0.837], [-1.991, -0.152, 1.553], [-0.890, 1.688, -0.136], [1.489, 1.093, -1.331], [1.587, -0.846, -0.582], [0.055, -0.449, -2.001], [1.168, 0.381, 1.581]], "forces_ev_per_angstrom": [[2.4, 0.8, 1.1], [3.2, 1.1, 2.0], [0.7, 0.4, -1.3], [0.3, -0.1, -0.3], [-1.4, 0.8, 0.9], [0.6, -2.4, 0.9], [-1.9, -0.2, -0.1], [-0.9, -0.6, 0.5], [-1.2, -0.3, -1.8], [-1.9, 0.5, -1.8]], "lowdin_charge": [-0.07, -0.62, -0.41, 0.10, 0.13, 0.12, 0.10, 0.11, 0.24, 0.29]}

---

6.
{"formula": "C2HFI2", "method": "ωB97M-V/def2-TZVPD", "relative_energy_kcal_mol": 33.6, "multiplicity": 1, "gap_ev": 7.5907, "total_charge": 0, "lumo_ev": -1.8, "smiles": "C#CF.II", "symbols": ["C", "C", "F", "H", "I", "I"], "positions_angstrom": [[0.275, -1.234, 1.304], [0.480, -0.089, 1.405], [0.281, 1.209, 1.283], [0.335, -2.219, 1.502], [-3.408, -1.063, 0.332], [-4.025, 1.510, -0.098]], "forces_ev_per_angstrom": [[0.1, -1.3, 0.0], [-0.9, 5.5, -0.6], [0.8, -1.5, 0.4], [0.0, -2.7, 0.2], [-0.1, 0.4, -0.1], [0.1, -0.4, 0.1]], "lowdin_charge": [0.07, -0.20, 0.08, 0.00, 0.04, 0.02]}

---

7.
{"formula": "C2HFIN", "method": "ωB97M-V/def2-TZVPD", "relative_energy_kcal_mol": 81.0, "multiplicity": 1, "gap_ev": [8.0359, 8.0366], "total_charge": 0, "lumo_ev": [-2.2, -2.2], "symbols": ["C", "C", "N", "F", "I", "H"], "positions_angstrom": [[0.746, -1.299, -0.515], [-0.404, 0.860, -0.041], [1.048, -2.393, -0.452], [0.638, 1.543, -0.420], [-0.691, 0.651, 2.042], [-1.336, 0.637, -0.615]], "forces_ev_per_angstrom": [[-2.3, 4.3, 0.4], [1.7, -3.0, 1.0], [0.9, -2.5, 0.1], [-1.7, 0.1, -0.1], [0.2, 0.3, -1.1], [1.3, 0.7, -0.3]], "lowdin_charge": [-0.27, -0.60, -0.07, -0.01, 0.89, 0.07]}

---

8.
{"formula": "C2HFN2O", "method": "ωB97M-V/def2-TZVPD", "relative_energy_kcal_mol": 17.4, "multiplicity": 1, "gap_ev": 11.8059, "total_charge": 0, "lumo_ev": 0.9, "symbols": ["C", "C", "H", "N", "N", "O", "F"], "positions_angstrom": [[-0.624, -0.686, -0.100], [0.838, 0.648, -0.111], [1.838, 0.988, -0.301], [0.423, -0.498, -0.802], [-0.079, 1.090, 0.757], [-1.031, 0.187, 0.713], [-1.365, -1.730, -0.155]], "forces_ev_per_angstrom": [[-0.6, -2.9, -2.6], [-1.4, -0.2, -0.1], [-0.1, 0.9, 0.3], [0.9, 0.9, 1.7], [4.4, 2.5, -0.6], [-2.1, -0.1, 1.6], [-1.0, -1.2, -0.3]], "lowdin_charge": [-0.57, -0.12, 0.11, 0.20, 0.07, 0.11, 0.21]}

---

9.
{"formula": "C2HFN2O", "method": "ωB97M-V/def2-TZVPD", "relative_energy_kcal_mol": 30.9, "multiplicity": 1, "gap_ev": 11.1070, "total_charge": 0, "lumo_ev": 0.8, "smiles": "Fc1cnno1", "symbols": ["F", "C", "C", "N", "N", "O", "H"], "positions_angstrom": [[0.464, 1.659, -1.031], [0.051, 0.663, -0.354], [0.530, -0.653, -0.268], [-0.309, -1.162, 0.698], [-1.180, -0.355, 1.091], [-0.932, 0.908, 0.486], [1.377, -1.059, -0.622]], "forces_ev_per_angstrom": [[0.5, 1.2, -1.0], [0.8, -2.1, 0.9], [-4.2, 4.2, 2.1], [-0.2, -0.6, -0.3], [0.4, -0.6, 0.7], [0.3, -0.6, -1.2], [2.4, -1.5, -1.3]], "lowdin_charge": [0.19, -0.39, 0.00, 0.01, 0.04, 0.08, 0.07]}

---

10.
{"formula": "C2HFN2O2", "method": "ωB97M-V/def2-TZVPD", "relative_energy_kcal_mol": 155.6, "multiplicity": 1, "gap_ev": 9.8046, "total_charge": 0, "lumo_ev": -2.1, "symbols": ["C", "C", "N", "N", "O", "O", "F", "H"], "positions_angstrom": [[-1.133, 1.444, 0.550], [0.196, 0.867, 0.396], [-2.150, 1.945, 0.621], [0.721, 0.438, 1.687], [1.817, 0.908, 2.052], [0.071, -0.307, 2.344], [1.172, 1.655, -0.139], [0.220, -0.697, -0.412]], "forces_ev_per_angstrom": [[1.8, -0.6, -0.8], [1.6, -2.7, -2.6], [-1.3, 0.6, 0.2], [3.3, 1.0, 2.4], [-1.9, -0.7, -1.1], [-1.3, -1.0, 0.3], [-2.0, -0.6, -0.2], [-0.3, 4.0, 1.8]], "lowdin_charge": [-0.14, -0.25, 0.21, -0.40, 0.10, 0.11, 0.06, 0.32]}

---

11.
{"formula": "C2HFN4O3", "method": "ωB97M-V/def2-TZVPD", "relative_energy_kcal_mol": 0.0, "multiplicity": 1, "gap_ev": [8.1221, 8.1219], "total_charge": 0, "lumo_ev": [-1.3, -1.3], "smiles": "O=C=NC(/N=N/F)=[N+](/[O-])O", "symbols": ["O", "C", "N", "C", "N", "N", "F", "N", "O", "O", "H"], "positions_angstrom": [[1.353, -2.459, -1.413], [1.029, -1.542, -0.803], [0.909, -0.599, -0.055], [-0.138, 0.287, 0.191], [-1.303, 0.275, -0.439], [-1.541, -0.554, -1.338], [-2.816, -0.314, -1.835], [0.069, 1.205, 1.133], [-0.706, 2.045, 1.510], [1.307, 1.186, 1.727], [1.837, 0.471, 1.323]], "forces_ev_per_angstrom": [[0.0, -0.7, -0.6], [0.3, 0.0, 0.2], [-0.2, 0.7, 0.5], [1.3, -1.0, -0.1], [-2.6, -0.4, -1.9], [1.2, 1.1, 1.7], [0.1, 0.1, 0.2], [-0.1, -0.3, -0.4], [0.2, 0.1, 0.2], [0.1, 0.4, 0.4], [-0.4, 0.0, -0.1]], "lowdin_charge": [0.23, -0.29, 0.18, -0.31, 0.12, 0.06, -0.07, -0.25, 0.10, 0.12, 0.11]}

---

12.
{"formula": "C2HFO2Pb", "method": "ωB97M-V/def2-TZVPD", "multiplicity": 1, "gap_ev": 9.0565, "total_charge": 2, "lumo_ev": -11.8, "symbols": ["O", "C", "C", "O", "Pb", "F", "H"], "positions_angstrom": [[-0.668, 0.409, -1.056], [0.147, 1.109, 0.093], [-0.432, -0.207, 0.029], [0.007, -1.281, 0.415], [-0.080, -3.339, 0.190], [1.372, 1.376, -0.284], [-0.346, 1.933, 0.615]], "forces_ev_per_angstrom": [[-1.3, -0.8, 0.2], [-0.4, 2.1, 0.7], [3.8, 3.1, -1.0], [-1.2, -1.4, 0.4], [0.0, -2.1, -0.1], [-0.8, -0.9, 0.4], [-0.1, 0.0, -0.6]], "lowdin_charge": [0.32, -0.03, -0.38, -0.21, 1.90, 0.21, 0.20]}

---

13.
{"formula": "C2HGaO4", "method": "ωB97M-V/def2-TZVPD", "relative_energy_kcal_mol": 0.0, "multiplicity": 1, "gap_ev": 9.9927, "total_charge": 2, "lumo_ev": -13.2, "symbols": ["O", "C", "O", "C", "O", "O", "Ga", "H"], "positions_angstrom": [[-2.830, 2.427, -0.761], [-1.888, 1.873, -0.421], [-1.030, 1.308, 0.146], [1.439, -1.491, 0.088], [0.326, -1.738, 0.629], [1.932, -0.334, 0.211], [0.193, 0.163, 0.764], [1.859, -2.209, -0.656]], "forces_ev_per_angstrom": [[2.4, -1.2, 0.1], [-5.3, 2.9, -1.1], [2.2, -1.0, 0.9], [0.9, -1.8, -1.7], [-1.2, 0.6, 0.4], [-0.1, 1.3, 0.1], [0.8, -0.9, 0.5], [0.3, 0.1, 0.9]], "lowdin_charge": [0.46, -0.16, 0.26, -0.27, 0.14, 0.14, 1.19, 0.23]}

---

14.
{"formula": "C2HI2N3", "method": "ωB97M-V/def2-TZVPD", "relative_energy_kcal_mol": 10.5, "multiplicity": 3, "gap_ev": [6.7276, 7.8459], "s2": 2.01, "total_charge": 0, "lumo_ev": [-0.4, -1.8], "symbols": ["C", "C", "N", "N", "N", "I", "I", "H"], "positions_angstrom": [[1.249, 1.094, 0.043], [-0.237, -0.678, -0.001], [1.473, 2.214, 0.108], [-1.343, 0.824, -0.087], [1.023, -0.222, 0.002], [-0.797, -2.630, 0.024], [-3.206, 0.224, -0.047], [1.838, -0.826, -0.042]], "forces_ev_per_angstrom": [[0.3, -0.5, 0.1], [-4.2, 1.9, 0.0], [0.3, 0.9, 0.0], [2.3, -3.1, 0.1], [1.8, 0.6, -0.1], [0.1, 0.3, -0.1], [-0.3, -0.1, 0.0], [-0.4, 0.0, 0.0]], "lowdin_charge": [-0.36, -0.90, 0.16, -0.55, -0.07, 0.82, 0.76, 0.14]}

---

15.
{"formula": "C2HI2O3P", "method": "ωB97M-V/def2-TZVPD", "relative_energy_kcal_mol": 10.8, "multiplicity": 1, "gap_ev": 4.7011, "total_charge": -2, "lumo_ev": 4.5, "smiles": "O=P([O-])([O-])/C(I)=C/I", "symbols": ["O", "P", "O", "O", "C", "I", "C", "I", "H"], "positions_angstrom": [[-0.094, 2.167, -1.191], [0.474, 1.533, 0.053], [-0.030, 2.164, 1.289], [1.938, 1.128, -0.005], [-0.379, -0.325, 0.065], [-2.773, -0.208, 0.089], [0.252, -1.442, -0.101], [-0.719, -3.441, 0.062], [1.331, -1.576, -0.261]], "forces_ev_per_angstrom": [[-0.1, -0.6, -0.5], [0.7, 0.5, -1.5], [-0.5, 0.0, 1.9], [-0.4, -0.5, 0.1], [-1.4, 1.9, -0.2], [1.9, -0.2, 0.1], [0.1, -1.9, 0.1], [0.5, 0.5, -0.2], [-0.7, 0.3, 0.3]], "lowdin_charge": [-0.48, -0.06, -0.45, -0.47, -0.61, 0.32, -0.69, 0.40, 0.02]}

---

16.
{"formula": "C2HIN2S", "method": "ωB97M-V/def2-TZVPD", "relative_energy_kcal_mol": 0.1, "multiplicity": 1, "gap_ev": 7.5872, "total_charge": 0, "lumo_ev": -1.0, "smiles": "[S-][N+]#CI.C#N", "symbols": ["S", "N", "C", "I", "C", "N", "H"], "positions_angstrom": [[0.174, -3.138, 0.031], [1.267, -2.092, 0.161], [2.306, -1.527, 0.170], [3.255, 0.226, 0.132], [-0.359, 0.409, 0.717], [-0.396, 0.255, 1.845], [-0.277, 0.472, -0.318]], "forces_ev_per_angstrom": [[-2.7, -1.9, -0.1], [3.7, 1.5, -0.1], [-1.1, 0.3, 0.2], [0.2, 0.0, 0.0], [0.0, -0.2, 0.4], [-0.1, 0.1, 0.7], [0.0, 0.2, -1.1]], "lowdin_charge": [0.62, -0.77, -0.74, 0.92, -0.14, 0.09, 0.04]}

---

17.
{"formula": "C2HIN2S", "method": "ωB97M-V/def2-TZVPD", "relative_energy_kcal_mol": 0.0, "multiplicity": 3, "gap_ev": [7.1392, 6.0033], "s2": 2.02, "total_charge": 0, "lumo_ev": [0.5, -3.0], "symbols": ["C", "C", "N", "N", "S", "I", "H"], "positions_angstrom": [[1.572, -0.717, -0.327], [-1.125, -0.037, 0.148], [1.895, 0.099, -1.052], [-0.902, 1.121, 0.299], [-0.193, 2.472, 0.390], [-2.549, -1.470, 0.175], [1.303, -1.469, 0.367]], "forces_ev_per_angstrom": [[0.0, -0.4, 0.3], [2.6, -0.4, -0.5], [0.3, 0.6, -0.6], [-1.9, -0.8, 0.2], [1.3, 2.7, 0.2], [-2.2, -1.4, 0.2], [-0.1, -0.3, 0.2]], "lowdin_charge": [-0.12, -0.86, 0.07, -0.64, 0.73, 0.77, 0.05]}

---

18.
{"formula": "C2HLaO2", "method": "ωB97M-V/def2-TZVPD", "multiplicity": 1, "gap_ev": 7.5603, "total_charge": 2, "lumo_ev": -10.7, "symbols": ["O", "C", "O", "C", "La", "H"], "positions_angstrom": [[-2.727, -1.006, -2.216], [-1.952, -0.679, -1.480], [2.411, 0.123, 1.183], [1.814, 0.740, 2.102], [0.060, 0.156, 0.422], [2.411, 0.895, 3.034]], "forces_ev_per_angstrom": [[0.6, 0.2, 0.5], [-0.9, -0.3, -0.7], [-2.1, 0.7, 0.3], [0.7, -1.3, -0.5], [2.2, 0.3, 0.8], [-0.4, 0.4, -0.5]], "lowdin_charge": [0.19, -0.07, -0.24, -0.24, 2.26, 0.10]}

---

19.
{"formula": "C2HLiO2Y", "method": "ωB97M-V/def2-TZVPD", "relative_energy_kcal_mol": 0.0, "multiplicity": 1, "gap_ev": [6.6661, 5.5184], "total_charge": 3, "lumo_ev": [-16.0, -16.0], "symbols": ["O", "C", "Y", "Li", "H", "C", "O"], "positions_angstrom": [[0.466, 1.100, -1.683], [-0.699, 1.557, -1.394], [1.760, 0.715, -3.358], [0.308, 0.580, 0.619], [-1.073, 2.234, -2.198], [-1.082, -1.154, 1.462], [-1.550, -2.052, 1.950]], "forces_ev_per_angstrom": [[0.7, -0.1, -1.8], [0.7, 0.1, 0.1], [-0.5, 0.2, 0.7], [-0.8, -0.2, 0.8], [-0.4, -0.1, 0.3], [-0.2, -1.1, 0.6], [0.5, 1.3, -0.7]], "lowdin_charge": [-0.39, 0.12, 2.26, 0.76, 0.09, 0.00, 0.15]}

---

20.
{"formula": "C2HLiO3Rb", "method": "ωB97M-V/def2-TZVPD", "relative_energy_kcal_mol": 81.5, "multiplicity": 1, "gap_ev": 6.9085, "total_charge": 1, "lumo_ev": -4.0, "symbols": ["O", "C", "H", "O", "C", "O", "Li", "Rb"], "positions_angstrom": [[-0.975, 0.312, 1.770], [-1.370, 0.255, 0.637], [-2.354, -0.193, 0.410], [1.440, 0.219, -0.342], [0.421, 0.938, -0.218], [-0.681, 0.241, -0.719], [2.462, -0.081, 1.212], [1.057, -1.692, -2.749]], "forces_ev_per_angstrom": [[0.4, 0.6, -2.1], [-1.5, -2.8, -0.7], [0.0, 0.8, 0.0], [1.2, -0.9, 0.2], [2.0, 1.2, -0.6], [-1.3, 0.3, 3.5], [-0.6, 0.5, -0.5], [-0.2, 0.3, 0.2]], "lowdin_charge": [0.09, -0.23, 0.15, -0.31, -0.36, -0.13, 0.84, 0.96]}